Computed, not measured: a 2-piece molecular cluster, C4H9NO overall, with ωB97M-V/def2-TZVPD.

## Properties
E_tot: -7830.118 eV
ΔE to the lowest compared entry with this formula, charge and spin: 50.8 kcal per mole
structure (SMILES): C/C=N/C=O.C
E_LUMO: 0.153 eV
orbital gap: 10.2 eV

Each line ends with the natural charge from an NBO analysis.
Cartesian coordinates (Å):
C -0.66 -0.39 -1.60  -0.689
C 0.42 -0.52 -0.57  0.245
N 1.27 0.42 -0.36  -0.558
C 2.28 0.09 0.56  0.528
O 2.69 -1.03 0.77  -0.546
H -0.18 -0.69 -2.53  0.249
H -1.02 0.64 -1.70  0.242
H -1.50 -1.06 -1.42  0.226
H 0.49 -1.48 -0.03  0.188
H 2.72 0.98 1.06  0.122
C -1.31 0.60 1.17  -0.874
H -1.88 -0.27 0.80  0.205
H -1.89 1.50 1.00  0.218
H -1.05 0.44 2.21  0.216
H -0.39 0.78 0.64  0.230

***

Computed, not measured: a single C4H9NO molecule at a distorted geometry, with ωB97M-V/def2-TZVPD.

## Properties
E_tot: -7828.473 eV
ΔE to the lowest compared entry with this formula, charge and spin: 88.7 kcal per mole
structure (SMILES): C=NOC(C)C
E_LUMO: 0.998 eV
orbital gap: 10.7 eV

Each line ends with the natural charge from an NBO analysis.
Cartesian coordinates (Å):
C 1.36 1.94 0.01  -0.245
N 0.29 1.99 0.76  -0.062
O -0.50 0.92 0.85  -0.352
C -0.07 -0.32 0.25  0.018
C -0.93 -1.37 0.87  -0.614
C -0.22 -0.38 -1.19  -0.640
H 1.72 1.13 -0.58  0.179
H 1.89 2.88 0.19  0.205
H 0.97 -0.49 0.55  0.181
H -0.52 -2.38 0.71  0.216
H -1.95 -1.27 0.50  0.212
H -1.09 -1.20 1.93  0.230
H -0.30 -1.60 -1.42  0.220
H -1.23 0.04 -1.46  0.230
H 0.57 0.10 -1.96  0.224

***

Computed, not measured: a 2-piece molecular cluster, C4H9NO overall at a distorted geometry, with ωB97M-V/def2-TZVPD.

## Properties
E_tot: -7830.234 eV
ΔE to the lowest compared entry with this formula, charge and spin: 48.1 kcal per mole
structure (SMILES): C=C/C=C/N.O
E_LUMO: 0.850 eV
orbital gap: 8.5 eV

Each line ends with the natural charge from an NBO analysis.
Cartesian coordinates (Å):
C 1.52 0.46 -2.86  -0.424
C 1.19 0.42 -1.57  -0.188
C 0.15 -0.34 -0.88  -0.354
C 0.08 -0.42 0.45  0.043
N -0.66 -1.19 1.31  -0.823
H 2.41 0.99 -3.16  0.194
H 0.90 0.10 -3.68  0.187
H 1.94 0.88 -0.92  0.191
H -0.57 -0.89 -1.49  0.200
H 0.58 0.37 1.03  0.181
H -0.63 -1.05 2.30  0.408
H -0.87 -2.15 1.08  0.384
O -1.70 0.83 3.00  -0.952
H -2.50 1.25 3.32  0.473
H -1.84 0.75 2.06  0.479

***

Computed, not measured: a 2-piece molecular cluster, C4H9NO overall, with ωB97M-V/def2-TZVPD.

## Properties
E_tot: -7830.274 eV
ΔE to the lowest compared entry with this formula, charge and spin: 47.2 kcal per mole
structure (SMILES): C/C=N/C=O.C
E_LUMO: 0.126 eV
orbital gap: 10.2 eV

Each line ends with the natural charge from an NBO analysis.
Cartesian coordinates (Å):
C -0.62 -0.34 -1.64  -0.691
C 0.41 -0.44 -0.56  0.240
N 1.35 0.41 -0.48  -0.568
C 2.32 0.10 0.50  0.528
O 2.46 -0.98 1.03  -0.551
H -0.11 -0.67 -2.54  0.249
H -0.94 0.70 -1.79  0.244
H -1.49 -0.97 -1.47  0.223
H 0.36 -1.30 0.12  0.192
H 2.99 0.94 0.72  0.120
C -1.35 0.50 1.23  -0.855
H -1.79 -0.41 0.80  0.205
H -2.03 1.34 1.05  0.219
H -1.14 0.33 2.28  0.222
H -0.41 0.78 0.76  0.223

***

Computed, not measured: C4H9NO as an isolated structure, with ωB97M-V/def2-TZVPD.

## Properties
E_tot: -7826.016 eV
ΔE to the lowest compared entry with this formula, charge and spin: 145.4 kcal per mole
E_LUMO (spin up / spin down): 0.543 / 0.523 eV
orbital gap (spin up / spin down): 8.1 / 7.9 eV

Each line ends with the natural charge from an NBO analysis.
Cartesian coordinates (Å):
C -0.43 0.31 -2.19  -0.197
O -0.01 -0.05 -0.99  -0.370
C -0.73 -0.02 0.09  0.091
C -0.05 -0.32 1.37  -0.160
C 1.14 -1.22 1.42  -0.250
N 1.29 0.21 1.65  -0.567
H 0.32 0.22 -2.96  0.184
H -0.91 1.98 -1.26  -0.007
H -1.49 0.17 -2.41  0.165
H -1.81 -0.09 -0.01  0.183
H -1.04 1.94 -0.49  -0.034
H -0.72 -0.30 2.22  0.213
H 1.48 -1.64 0.47  0.197
H 1.31 -1.86 2.28  0.199
H 1.65 0.66 0.81  0.353

***

Computed, not measured: a single C4H9NO molecule, with ωB97M-V/def2-TZVPD.

## Properties
E_tot: -7831.677 eV
ΔE to the lowest compared entry with this formula, charge and spin: 14.8 kcal per mole
structure (SMILES): CCC(=O)NC
E_LUMO: 0.877 eV
orbital gap: 10.5 eV

Each line ends with the natural charge from an NBO analysis.
Cartesian coordinates (Å):
C -2.09 0.53 0.97  -0.611
C -1.07 0.42 -0.15  -0.508
C 0.35 0.19 0.33  0.692
O 0.64 -0.04 1.49  -0.587
N 1.28 0.11 -0.70  -0.633
C 2.02 -1.15 -0.74  -0.414
H -2.15 1.54 1.38  0.212
H -3.09 0.24 0.61  0.208
H -1.81 -0.15 1.78  0.234
H -1.28 -0.47 -0.76  0.218
H -1.10 1.27 -0.84  0.219
H 0.88 0.34 -1.60  0.367
H 2.72 -1.14 -1.56  0.203
H 2.55 -1.29 0.20  0.225
H 1.33 -2.00 -0.88  0.174